{
  "formula": "Br2H4Si2",
  "method": "wB97M-V/def2-TZVPD",
  "orbital_gap_ev": 8.04,
  "homo_energy_ev": -9.32,
  "relative_energy_kj_mol": 192.0,
  "multiplicity": 1,
  "elements": ["Br", "Br", "Si", "Si", "H", "H", "H", "H"],
  "xyz": [[1.70880, -0.47738, -1.79087], [-0.52839, -0.63955, 2.32367], [0.73096, 1.23325, -0.82026], [-1.71944, -2.55968, 1.84940], [0.66248, 2.27228, -1.85513], [-0.64190, 0.68256, -0.51238], [-1.71832, -2.03871, 0.46452], [1.50580, 1.52723, 0.34105]],
  "forces_ev_per_a": [[0.410, -0.493, -0.283], [-0.197, -0.499, 0.332], [-1.402, -0.796, -0.663], [0.514, 0.720, 0.427], [0.034, 0.267, 0.178], [0.559, 0.580, -0.008], [-0.285, -0.230, -0.708], [0.366, 0.452, 0.724]]
}